40
Properties=species:S:1:pos:R:3:mulliken_charge:R:1 method="wB97M-V/def2-TZVPD" max_force_ev_per_a=0.92 homo_lumo_gap_ev=9.563 e_above_lowest_kj_mol=157.5 energy_ha=-996.6063 e_homo_ev=-10.194
H -2.358 0.068 3.508 0.30
H -3.314 0.625 2.474 0.30
O -1.543 0.175 -2.943 -0.64
H -2.285 -2.373 0.988 0.34
H -2.842 -1.313 1.914 0.38
O 0.521 1.111 2.101 -0.78
H -3.098 -0.221 -1.200 0.32
H -0.737 -0.298 -3.145 0.38
O 2.845 -0.188 1.228 -0.68
O 0.999 -1.193 -3.276 -0.67
H 0.671 -2.086 -3.174 0.32
H -0.431 1.059 2.012 0.22
H -1.918 3.327 0.671 0.29
O -2.165 2.991 -0.191 -0.58
He -0.550 -0.569 0.303 0.02
O -3.930 -0.137 -0.733 -0.56
O 3.117 -0.286 -1.637 -0.70
O 1.690 -2.665 -0.171 -0.65
H 3.137 -0.237 -0.682 0.35
O 2.068 3.190 1.326 -0.71
O -2.966 -2.222 1.643 -0.63
H 0.679 1.028 3.042 0.34
O -1.081 -3.301 -0.381 -0.64
O -2.432 0.265 2.574 -0.65
H -1.585 -2.941 -1.111 0.32
H 2.022 2.398 -0.377 0.35
H 3.409 0.035 1.968 0.31
H 1.755 -1.146 -2.691 0.37
H 2.367 -2.718 -0.846 0.27
H -3.704 0.314 0.081 0.23
H 2.165 1.351 -1.461 0.40
H -1.250 1.051 -2.690 0.30
H 1.966 0.066 1.512 0.38
H 1.951 -1.922 0.373 0.31
H -3.115 3.105 -0.230 0.30
H 3.921 -0.750 -1.870 0.31
H -0.168 -3.132 -0.613 0.33
H 2.884 2.705 1.448 0.31
H 1.382 2.572 1.580 0.49
O 1.922 2.266 -1.320 -0.66